Record 1
Molecular formula: HNO4P
Method: DFT, ωB97M-V/def2-TZVPD

Cartesian coordinates (Å):
N  -2.08471  -1.40753  -0.64682
O  -2.66530  -0.70923  -1.29061
O  -1.61706  -2.15823  0.05435
O  0.35382  0.22873  1.45089
O  1.89925  1.19496  -0.25793
P  1.57939  1.00257  1.31472
H  2.53461  1.84873  -0.62459

Forces on atoms 1 to 3 (eV/Å):
N -0.002 -1.436 1.652
O 0.587 0.051 -0.036
O -0.365 1.535 -1.407

Calculated values
* total energy: -697.25525 a.u.
* molar mass: 109.98 g mol⁻¹
* relative energy (zero: lowest compared OMol25 entry of this formula, charge and spin): 10.3 kcal per mole
* highest occupied orbital energy: -13.84 eV
* LUMO energy: -7.90 eV
* net charge: +1
* orbital gap: 5.943 eV

Formally, the Mulliken partial charges of the atoms, in units of the elementary charge, are as follows:
1. N 1.315
2. O -0.181
3. O -0.138
4. O -0.385
5. O -0.439
6. P 0.453
7. H 0.376


Record 2
Molecular formula: HNO5S2
Method: DFT, ωB97M-V/def2-TZVPD

Cartesian coordinates (Å):
N  1.28207  1.64884  0.72201
O  -0.60821  0.28984  -0.34994
O  4.13061  -1.80795  0.10439
O  -0.79533  2.77883  -0.36954
O  4.89320  0.52550  -0.67430
O  0.90493  0.67821  1.61401
S  0.09302  1.62725  -0.63300
S  3.83098  -0.31661  0.09026
H  0.16672  0.20396  1.03005

Forces on atoms 1 to 3 (eV/Å):
N -0.679 -0.440 1.062
O 0.433 0.775 0.425
O 0.058 0.442 -0.089

Calculated values
* total energy: -1227.83647 a.u.
* molar mass: 159.14 g mol⁻¹
* relative energy (zero: lowest compared OMol25 entry of this formula, charge and spin): 3.1 kcal per mole
* highest occupied orbital energy (spin up / spin down): -1.21 / 1.29 eV
* LUMO energy (spin up / spin down): 6.20 / 6.17 eV
* net charge: -2
* orbital gap (spin up / spin down): 7.406 / 4.875 eV

Formally, the Mulliken partial charges of the atoms, in units of the elementary charge, are as follows:
1. N -0.218
2. O -0.709
3. O -0.600
4. O -0.607
5. O -0.609
6. O -0.300
7. S 0.430
8. S 0.202
9. H 0.411


Record 3
Molecular formula: HO2PS
Method: DFT, ωB97M-V/def2-TZVPD

Cartesian coordinates (Å):
O  1.86559  0.58377  0.05203
S  0.56712  -0.05292  0.17676
O  0.62443  -1.55181  0.04518
P  -1.14287  1.12177  0.11167
H  -1.91426  -0.10081  -0.38564

Forces on atoms 1 to 3 (eV/Å):
O -1.320 0.210 0.720
S 1.090 -3.179 -1.605
O -0.990 3.778 0.566

Calculated values
* total energy: -890.53000 a.u.
* molar mass: 96.05 g mol⁻¹
* relative energy (zero: lowest compared OMol25 entry of this formula, charge and spin): 61.4 kcal per mole
* highest occupied orbital energy (spin up / spin down): -9.77 / -9.77 eV
* LUMO energy (spin up / spin down): -1.61 / -1.61 eV
* net charge: 0
* orbital gap (spin up / spin down): 8.158 / 8.156 eV

Formally, the Mulliken partial charges of the atoms, in units of the elementary charge, are as follows:
1. O -0.430
2. S 0.746
3. O -0.442
4. P 0.016
5. H 0.110


Record 4
Molecular formula: HO3P2S2
Method: DFT, ωB97M-V/def2-TZVPD

Cartesian coordinates (Å):
O  0.18248  -2.20465  -1.88317
O  0.56025  1.34439  1.13541
O  -1.07307  -0.26317  1.59027
P  0.45049  -1.40691  -0.69999
P  -1.45017  -0.19561  0.09390
S  1.51787  0.67835  -1.53331
S  0.01216  1.54904  -0.33182
H  -0.20000  0.49856  1.62871

Forces on atoms 1 to 3 (eV/Å):
O -0.714 -1.467 -2.225
O 0.003 1.131 -0.070
O 0.116 -0.131 1.553

Calculated values
* total energy: -1705.49116 a.u.
* molar mass: 175.09 g mol⁻¹
* relative energy (zero: lowest compared OMol25 entry of this formula, charge and spin): 89.4 kcal per mole
* highest occupied orbital energy: -3.13 eV
* LUMO energy: 3.33 eV
* net charge: -1
* orbital gap: 6.462 eV

Formally, the Mulliken partial charges of the atoms, in units of the elementary charge, are as follows:
1. O -0.499
2. O -0.546
3. O -0.487
4. P 0.260
5. P -0.008
6. S -0.338
7. S 0.147
8. H 0.471


Record 5
Molecular formula: HO3PS2
Method: DFT, ωB97M-V/def2-TZVPD

Cartesian coordinates (Å):
O  0.49959  1.20811  0.24015
O  -1.18236  -0.53579  0.69608
O  0.01673  -0.48573  -1.57646
P  -0.89544  0.33547  -0.48938
S  0.88642  0.86919  1.75356
S  0.86902  -1.01151  1.88083
H  -0.19395  -0.37974  -2.50477

Forces on atoms 1 to 3 (eV/Å):
O 1.134 0.437 0.882
O -0.571 -1.234 0.460
O 0.083 -0.239 0.619

Calculated values
* total energy: -1364.04644 a.u.
* molar mass: 144.11 g mol⁻¹
* relative energy (zero: lowest compared OMol25 entry of this formula, charge and spin): 35.6 kcal per mole
* highest occupied orbital energy (spin up / spin down): -8.97 / -8.94 eV
* LUMO energy (spin up / spin down): -2.40 / -2.43 eV
* net charge: 0
* orbital gap (spin up / spin down): 6.571 / 6.505 eV

Formally, the Mulliken partial charges of the atoms, in units of the elementary charge, are as follows:
1. O -0.288
2. O -0.517
3. O -0.409
4. P 0.444
5. S 0.358
6. S 0.087
7. H 0.325


Record 6
Molecular formula: HO5S2
Method: DFT, ωB97M-V/def2-TZVPD

Cartesian coordinates (Å):
O  -0.39595  1.32616  0.32815
O  0.64291  2.87839  -1.65193
O  -1.24027  -1.53052  1.34823
O  0.89569  3.72299  0.60328
O  -2.68878  1.29540  1.11350
S  -0.05020  3.24279  -0.42604
S  -1.34704  0.84410  1.35049
H  -0.29620  -1.81771  1.45330

Forces on atoms 1 to 3 (eV/Å):
O 0.157 -1.059 -0.288
O -0.827 0.027 0.481
O 0.681 1.113 -0.153

Calculated values
* total energy: -1173.19291 a.u.
* molar mass: 145.14 g mol⁻¹
* relative energy (zero: lowest compared OMol25 entry of this formula, charge and spin): 36.6 kcal per mole
* highest occupied orbital energy (spin up / spin down): -4.86 / -4.85 eV
* LUMO energy (spin up / spin down): 3.15 / 3.15 eV
* net charge: -1
* orbital gap (spin up / spin down): 8.010 / 8.005 eV

Formally, the Mulliken partial charges of the atoms, in units of the elementary charge, are as follows:
1. O -0.377
2. O -0.483
3. O -0.852
4. O -0.508
5. O -0.443
6. S 0.763
7. S 0.683
8. H 0.216


Record 7
Molecular formula: HO5S2
Method: DFT, ωB97M-V/def2-TZVPD

Cartesian coordinates (Å):
O  1.10370  0.94988  0.04640
O  0.54816  2.34264  -1.62695
O  -0.31687  -1.19418  1.24691
O  -0.08816  -0.67918  -2.09744
O  -1.30125  -0.72082  3.46812
S  1.08352  0.96826  -1.39238
S  -0.60223  -0.16558  2.24518
H  -0.42687  -1.50101  -1.88984

Forces on atoms 1 to 3 (eV/Å):
O 0.618 -1.878 1.910
O -0.013 -1.643 -1.808
O -0.399 1.747 1.510

Calculated values
* total energy: -1173.16799 a.u.
* molar mass: 145.14 g mol⁻¹
* relative energy (zero: lowest compared OMol25 entry of this formula, charge and spin): 52.3 kcal per mole
* highest occupied orbital energy: -4.53 eV
* LUMO energy: 1.80 eV
* net charge: -1
* orbital gap: 6.324 eV

Formally, the Mulliken partial charges of the atoms, in units of the elementary charge, are as follows:
1. O -0.481
2. O -0.553
3. O -0.300
4. O -0.823
5. O -0.478
6. S 0.698
7. S 0.760
8. H 0.177


Record 8
Molecular formula: HOS3
Method: DFT, ωB97M-V/def2-TZVPD

Cartesian coordinates (Å):
O  1.24773  1.31182  0.50171
S  2.74195  -1.07511  0.00975
S  -3.08702  -0.42358  0.27811
S  1.14392  0.08241  -0.22287
H  -2.04658  0.10445  -0.56670

Forces on atoms 1 to 3 (eV/Å):
O -0.157 1.120 0.482
S -1.958 1.159 -0.402
S 1.640 0.680 -1.126

Calculated values
* total energy: -1270.40166 a.u.
* molar mass: 113.21 g mol⁻¹
* relative energy (zero: lowest compared OMol25 entry of this formula, charge and spin): 24.4 kcal per mole
* highest occupied orbital energy (spin up / spin down): -2.81 / -2.81 eV
* LUMO energy (spin up / spin down): 0.91 / 0.91 eV
* net charge: -1
* orbital gap (spin up / spin down): 3.723 / 3.728 eV

Formally, the Mulliken partial charges of the atoms, in units of the elementary charge, are as follows:
1. O -0.337
2. S -0.252
3. S -0.817
4. S 0.505
5. H -0.100


Record 9
Molecular formula: HS
Method: DFT, ωB97M-V/def2-TZVPD

Cartesian coordinates (Å):
S  0.05442  0.03006  0.04224
H  -0.92147  -0.50910  -0.71523

Forces on the atoms, in the same order (eV/Å):
S -0.074 -0.041 -0.058
H 0.074 0.041 0.058

Calculated values
* total energy: -398.81199 a.u.
* molar mass: 33.08 g mol⁻¹
* relative energy (zero: lowest compared OMol25 entry of this formula, charge and spin): 0.0 kcal per mole
* highest occupied orbital energy: -2.24 eV
* LUMO energy: 5.24 eV
* net charge: -1
* orbital gap: 7.485 eV

Formally, the Mulliken partial charges of the atoms, in units of the elementary charge, are as follows:
1. S -0.933
2. H -0.067


Record 10
Molecular formula: HfI
Method: DFT, ωB97M-V/def2-TZVPD

Cartesian coordinates (Å):
Hf  0.23737  22.41513  32.94985
I  2.60381  20.93481  32.13789

Forces on the atoms, in the same order (eV/Å):
Hf 3.652 -2.285 -1.253
I -3.652 2.285 1.253

Calculated values
* total energy: -344.06743 a.u.
* molar mass: 305.39 g mol⁻¹
* relative energy (zero: lowest compared OMol25 entry of this formula, charge and spin): 16.3 kcal per mole
* highest occupied orbital energy: -26.07 eV
* LUMO energy: -19.60 eV
* net charge: +3
* orbital gap: 6.469 eV

Formally, the Mulliken partial charges of the atoms, in units of the elementary charge, are as follows:
1. Hf 1.994
2. I 1.006